{"formula": "C58H54N6O7P4STi", "method": "the ωB97M-V functional and the def2-TZVPD basis", "s_squared": 0.756, "multiplicity": 2, "max_force_ha_per_bohr": 0.0730, "orbital_gap_ev": [6.60, 6.57], "charge": 1, "species": ["Ti", "S", "P", "P", "P", "P", "O", "O", "O", "O", "O", "O", "O", "N", "N", "N", "N", "N", "N", "C", "C", "C", "C", "C", "C", "C", "C", "C", "C", "C", "C", "C", "C", "C", "C", "C", "C", "C", "C", "C", "C", "C", "C", "C", "C", "C", "C", "C", "C", "C", "C", "C", "C", "C", "C", "C", "C", "C", "C", "C", "C", "C", "C", "C", "C", "C", "C", "C", "C", "C", "C", "C", "C", "C", "C", "C", "C", "H", "H", "H", "H", "H", "H", "H", "H", "H", "H", "H", "H", "H", "H", "H", "H", "H", "H", "H", "H", "H", "H", "H", "H", "H", "H", "H", "H", "H", "H", "H", "H", "H", "H", "H", "H", "H", "H", "H", "H", "H", "H", "H", "H", "H", "H", "H", "H", "H", "H", "H", "H", "H", "H"], "positions_angstrom": [[-1.10, -0.32, 1.01], [-1.10, -1.47, -2.77], [-3.61, 0.35, -0.59], [1.51, 0.26, -2.43], [1.17, -0.10, 2.23], [-1.36, 2.18, -0.23], [2.85, -0.13, -0.06], [-0.37, 1.04, -0.27], [-2.54, -0.67, -0.26], [-2.13, 1.90, 1.18], [-4.56, 0.78, 0.44], [-4.41, -0.24, -1.90], [-0.95, 3.58, -0.38], [-1.55, 1.11, 3.62], [-2.14, 1.30, -2.67], [-0.45, -2.10, 0.64], [-3.08, -1.26, -4.48], [-2.13, -1.19, 2.35], [-1.13, -2.27, -5.26], [3.34, 1.75, 2.47], [-3.15, -0.54, 3.00], [-2.11, 2.85, 5.17], [-2.74, 1.76, -1.42], [0.80, 1.49, -3.59], [0.86, 0.52, 6.27], [0.03, -4.83, 0.18], [3.61, 0.76, -0.77], [-2.78, -3.48, 3.04], [-3.42, 2.44, 5.22], [3.41, -0.97, 0.87], [-1.16, -3.06, 1.30], [0.48, -2.50, -0.24], [-5.46, -0.25, 3.68], [5.05, -2.53, 1.65], [-5.15, 0.86, 4.43], [1.16, 2.64, 1.96], [3.85, 3.03, 2.47], [-1.72, -5.34, 1.91], [0.40, 1.19, -4.89], [4.83, 1.27, -0.36], [-3.82, 1.33, 4.46], [3.60, 2.24, -2.66], [-3.64, 2.95, -1.61], [-2.58, -4.85, 2.86], [-1.83, -1.71, -4.27], [0.88, -0.32, 4.02], [5.45, 2.25, -1.13], [-1.22, 2.16, 4.33], [-2.82, 0.66, 3.70], [-0.42, 3.44, -5.17], [1.98, 1.54, 2.21], [-0.20, 2.16, -5.68], [-0.37, -1.46, 5.73], [2.31, -0.85, -3.69], [0.07, -1.38, 4.43], [1.31, 0.61, 4.96], [4.28, -2.78, 2.77], [1.68, 3.92, 1.98], [-4.47, -0.96, 2.99], [4.82, 2.76, -2.25], [3.02, 4.12, 2.23], [-3.80, -1.41, -5.73], [0.73, -3.84, -0.49], [3.69, -1.25, -5.62], [3.07, -2.11, 2.96], [3.01, 1.21, -1.95], [-0.07, 3.73, -3.86], [1.98, -2.20, -3.68], [-0.96, -4.45, 1.12], [3.33, -2.59, -5.61], [4.61, -1.63, 0.68], [-0.01, -0.48, 6.65], [2.64, -1.18, 2.02], [2.48, -3.07, -4.64], [3.18, -0.38, -4.66], [0.53, 2.76, -3.07], [-2.11, -2.56, 2.24], [1.01, -1.70, -0.76], [-3.44, -3.13, 3.83], [5.28, 3.55, -2.81], [-3.12, -5.53, 3.50], [4.61, -3.49, 3.51], [-0.24, 4.72, -3.46], [5.20, -1.46, -0.21], [-0.85, 4.19, -5.81], [-3.06, 3.85, -1.81], [5.99, -3.04, 1.51], [-4.79, -0.97, -5.61], [3.11, 2.66, -3.53], [4.90, 3.18, 2.68], [0.11, 2.48, 1.77], [-0.18, -2.55, -5.05], [-1.60, -6.40, 1.77], [-4.35, 2.78, -2.42], [2.21, -4.12, -4.61], [3.98, 0.91, 2.69], [-1.75, 3.68, 5.75], [3.48, 0.65, -4.67], [0.59, 0.21, -5.30], [-3.28, -0.88, -6.53], [-0.47, 1.93, -6.70], [1.31, -2.58, -2.92], [0.82, 3.00, -2.06], [-4.74, -1.84, 2.42], [1.49, -4.12, -1.20], [-1.03, -2.26, 6.03], [1.97, 1.42, 4.67], [1.02, 4.76, 1.80], [-4.20, 3.12, -0.70], [-1.75, 0.25, -2.55], [-0.21, 2.51, 4.24], [6.42, 2.62, -0.83], [-2.86, 2.50, 1.38], [3.73, -3.26, -6.35], [-5.92, 1.39, 4.97], [5.30, 0.92, 0.54], [0.22, -5.87, -0.01], [3.43, 5.11, 2.24], [-2.82, 1.28, -3.43], [-1.54, -2.57, -6.13], [-4.14, 2.96, 5.84], [2.48, -2.29, 3.84], [-5.32, -0.36, -1.64], [-3.60, -1.03, -3.65], [-0.20, -2.15, 3.71], [1.18, 1.27, 6.98], [-3.92, -2.46, -6.02], [-0.40, -0.50, 7.65], [-1.31, 1.88, -2.93], [-6.47, -0.61, 3.63], [4.37, -0.87, -6.37]], "lowdin_spin": [0.880, 0.001, 0.002, 0.000, 0.012, 0.001, 0.000, 0.009, 0.021, 0.009, 0.000, 0.000, 0.001, 0.010, 0.000, -0.009, 0.000, -0.012, 0.000, 0.000, 0.000, 0.001, 0.000, 0.000, 0.000, 0.030, 0.000, 0.004, 0.000, 0.000, 0.011, 0.029, 0.000, 0.000, -0.002, 0.001, 0.000, 0.004, 0.000, 0.000, 0.000, 0.000, 0.000, -0.005, 0.000, 0.001, 0.000, 0.000, 0.000, 0.000, 0.003, 0.000, 0.000, 0.000, 0.000, 0.000, 0.000, 0.000, -0.002, 0.000, 0.000, 0.000, -0.003, 0.000, -0.001, 0.000, 0.000, 0.000, 0.000, 0.000, 0.000, 0.000, 0.000, 0.000, 0.000, 0.000, -0.002, 0.001, 0.000, 0.000, 0.000, 0.000, 0.000, 0.000, 0.000, 0.000, 0.000, 0.000, 0.000, 0.000, 0.001, 0.000, 0.000, 0.000, 0.000, 0.000, 0.000, 0.000, 0.000, 0.000, 0.000, 0.000, 0.000, 0.000, -0.001, 0.000, 0.000, 0.000, 0.000, 0.000, 0.000, 0.000, 0.000, 0.000, 0.000, 0.000, 0.002, 0.000, 0.000, 0.000, 0.000, 0.000, 0.000, 0.000, 0.000, 0.000, 0.000, 0.000, 0.000, 0.000, 0.000]}

{"formula": "C58H55BN8OPt", "method": "the ωB97M-V functional and the def2-TZVPD basis", "max_force_ha_per_bohr": 0.0469, "orbital_gap_ev": 5.31, "species": ["Pt", "O", "N", "N", "N", "N", "N", "N", "N", "N", "C", "C", "C", "C", "C", "C", "C", "C", "C", "C", "C", "C", "C", "C", "C", "C", "C", "C", "C", "C", "C", "C", "C", "C", "C", "C", "C", "C", "C", "C", "C", "C", "C", "C", "C", "C", "C", "C", "C", "C", "C", "C", "C", "C", "C", "C", "C", "C", "C", "C", "C", "C", "C", "C", "C", "C", "C", "C", "B", "H", "H", "H", "H", "H", "H", "H", "H", "H", "H", "H", "H", "H", "H", "H", "H", "H", "H", "H", "H", "H", "H", "H", "H", "H", "H", "H", "H", "H", "H", "H", "H", "H", "H", "H", "H", "H", "H", "H", "H", "H", "H", "H", "H", "H", "H", "H", "H", "H", "H", "H", "H", "H", "H", "H"], "positions_angstrom": [[0.46, 0.46, -0.81], [1.68, -1.09, -1.41], [-0.99, 1.79, 1.37], [2.17, -1.28, -3.66], [-0.49, -1.62, 1.03], [3.06, -2.73, -2.04], [0.45, 0.90, 3.44], [1.73, 1.29, 3.20], [-0.68, 1.93, 0.05], [-1.06, -0.75, 1.91], [-3.66, -1.41, -1.27], [-5.50, 1.41, 0.39], [3.10, -3.19, -0.66], [-2.33, -2.57, 1.86], [-1.26, -5.17, 0.58], [-2.21, -1.30, 2.39], [1.87, -2.28, -4.67], [4.20, -3.09, -2.86], [5.78, 2.45, 3.25], [5.59, 2.93, 5.59], [-3.08, -3.49, -2.49], [4.47, 2.00, 3.23], [-1.40, 2.95, -0.45], [-6.82, 1.09, 0.12], [-7.12, -0.06, -0.61], [0.15, -4.85, -1.78], [1.38, 1.35, 5.40], [-3.83, -2.85, -1.50], [-1.01, 0.52, 5.51], [-1.32, -0.31, -1.41], [3.70, 2.02, 4.39], [-2.17, 3.49, 0.59], [-1.46, 4.50, -4.44], [6.35, 2.91, 4.44], [-1.38, 3.45, -1.84], [6.30, 3.58, -2.16], [-0.48, 3.59, -4.08], [-1.87, 2.75, 1.71], [-0.88, -3.89, 0.18], [2.10, 1.58, -0.70], [-0.44, 3.07, -2.80], [5.15, 2.83, -2.01], [-0.18, -3.75, -1.01], [4.66, 3.99, 0.03], [-3.26, -0.59, 3.19], [-1.22, -2.73, 1.02], [-6.10, -0.89, -1.05], [-0.94, -6.28, -0.19], [2.27, -1.66, -2.35], [6.64, 4.54, -1.22], [4.31, 3.02, -0.91], [-2.35, 2.92, 3.11], [-0.22, -6.13, -1.37], [-4.03, -5.60, -1.83], [-4.76, -4.97, -0.83], [4.27, 2.49, 5.57], [5.81, 4.74, -0.12], [3.13, 2.23, -0.75], [-2.34, 4.39, -2.21], [-2.39, 4.91, -3.50], [0.22, 0.93, 4.79], [2.29, 1.57, 4.35], [-3.20, -4.86, -2.66], [-2.47, -0.80, -1.46], [-4.48, 0.60, -0.06], [1.65, 0.05, -3.96], [-4.66, -3.60, -0.67], [-4.77, -0.57, -0.78], [-0.25, 0.57, 2.10], [3.97, -3.88, -3.58], [-3.78, 0.15, 2.58], [7.37, 3.26, 4.45], [-5.20, -3.11, 0.13], [2.20, -2.90, -0.14], [-5.39, -5.55, -0.17], [-7.62, 1.73, 0.46], [7.54, 5.12, -1.33], [0.70, -4.72, -2.70], [-1.23, -7.27, 0.14], [-1.79, -5.30, 1.52], [0.26, 3.28, -4.80], [-4.00, -1.32, 3.52], [-2.53, 1.96, 3.58], [-3.14, -3.25, 2.04], [-3.27, 3.50, 3.12], [-1.17, -0.56, 5.47], [-8.15, -0.31, -0.84], [1.93, 0.74, -3.17], [1.53, 1.46, 6.46], [-1.90, 1.02, 5.14], [3.19, -4.28, -0.66], [-2.42, -2.91, -3.11], [-0.91, 0.80, 6.56], [0.09, -2.75, -1.32], [-3.08, 4.71, -1.50], [0.84, -2.64, -4.59], [2.11, 0.38, -4.89], [1.99, -1.81, -5.65], [4.88, 2.08, -2.75], [0.34, 2.38, -2.52], [-5.26, 2.31, 0.94], [-4.10, -6.67, -1.96], [-1.60, 3.45, 3.71], [-3.45, 0.84, 0.14], [4.02, 1.65, 2.31], [-1.48, 4.91, -5.45], [-2.82, 4.35, 0.55], [-2.87, -0.10, 4.07], [4.58, -2.22, -3.40], [6.01, 3.29, 6.52], [3.68, 2.52, 6.48], [-6.34, -1.77, -1.63], [6.94, 3.42, -3.02], [6.36, 2.44, 2.34], [0.70, 0.56, 1.36], [0.56, 0.06, -4.07], [-2.62, -5.35, -3.43], [0.04, -6.99, -1.97], [6.07, 5.48, 0.63], [4.02, 4.13, 0.89], [-3.15, 5.63, -3.76], [3.95, -2.75, -0.14], [2.54, -3.13, -4.63], [4.98, -3.47, -2.21]], "lowdin_charge": [1.104, -0.155, 0.066, -0.124, 0.106, -0.109, 0.039, 0.128, -0.066, 0.048, -0.077, -0.058, -0.025, 0.006, -0.028, -0.263, -0.038, -0.045, -0.088, -0.097, -0.013, -0.032, -0.208, -0.067, -0.066, -0.093, 0.010, -0.177, -0.028, -0.032, -0.159, 0.016, -0.093, -0.103, -0.141, -0.098, -0.077, -0.270, -0.150, -0.199, -0.037, -0.049, -0.054, -0.049, -0.007, -0.253, -0.023, -0.089, -0.462, -0.104, -0.263, 0.004, -0.101, -0.068, -0.063, -0.043, -0.092, -0.119, -0.036, -0.085, -0.274, -0.253, -0.068, -0.077, -0.010, -0.057, -0.035, -0.160, -0.471, 0.075, 0.067, 0.095, 0.119, 0.076, 0.108, 0.106, 0.095, 0.096, 0.102, 0.113, 0.101, 0.088, 0.035, 0.104, 0.086, 0.089, 0.106, 0.050, 0.101, 0.036, 0.095, 0.120, 0.083, 0.079, 0.098, 0.094, 0.093, 0.093, 0.105, 0.049, 0.105, 0.109, 0.100, 0.101, 0.102, 0.100, 0.107, 0.029, 0.102, 0.096, 0.102, 0.118, 0.097, 0.098, 0.058, 0.089, 0.110, 0.100, 0.101, 0.114, 0.101, 0.103, 0.059, 0.091]}

{"formula": "C58H56N9O23P", "method": "the ωB97M-V functional and the def2-TZVPD basis", "smiles": "C=CC[C@]1([PH2]=O)OC(=O)O[C@]1(COCCC)ON=O.O=[N+]([O-])c1ccccc1.O=[N+]([O-])c1ccccc1.O=[N+]([O-])c1ccccc1.O=[N+]([O-])c1ccccc1.O=[N+]([O-])c1ccccc1.O=[N+]([O-])c1ccccc1.O=[N+]([O-])c1ccccc1.O=[N+]([O-])c1ccccc1", "max_force_ha_per_bohr": 0.0550, "orbital_gap_ev": 7.88, "species": ["P", "O", "O", "O", "O", "O", "O", "O", "O", "O", "O", "O", "O", "O", "O", "O", "O", "O", "O", "O", "O", "O", "O", "O", "N", "N", "N", "N", "N", "N", "N", "N", "N", "C", "C", "C", "C", "C", "C", "C", "C", "C", "C", "C", "C", "C", "C", "C", "C", "C", "C", "C", "C", "C", "C", "C", "C", "C", "C", "C", "C", "C", "C", "C", "C", "C", "C", "C", "C", "C", "C", "C", "C", "C", "C", "C", "C", "C", "C", "C", "C", "C", "C", "C", "C", "C", "C", "C", "C", "C", "C", "H", "H", "H", "H", "H", "H", "H", "H", "H", "H", "H", "H", "H", "H", "H", "H", "H", "H", "H", "H", "H", "H", "H", "H", "H", "H", "H", "H", "H", "H", "H", "H", "H", "H", "H", "H", "H", "H", "H", "H", "H", "H", "H", "H", "H", "H", "H", "H", "H", "H", "H", "H", "H", "H", "H", "H"], "positions_angstrom": [[3.07, -0.58, -5.95], [0.86, 1.17, -4.69], [-17.95, -3.77, 4.10], [5.10, -3.72, 0.39], [0.80, 4.18, -1.46], [1.80, -0.97, -2.14], [-5.24, -4.52, 0.42], [3.13, 0.49, -0.98], [8.27, -6.06, 2.97], [3.22, 0.33, -3.28], [10.17, -5.61, 3.86], [-10.79, -1.66, 5.82], [5.25, 9.36, 1.55], [5.68, 8.48, 3.46], [6.68, 4.69, -1.59], [0.69, -2.05, -3.95], [-4.49, -2.89, 1.60], [1.65, -3.89, -3.32], [5.27, -3.82, -1.75], [0.53, 5.33, 0.34], [-18.47, -4.95, 2.38], [3.12, 0.79, -6.49], [6.22, 5.54, -3.50], [-11.30, -2.84, 4.10], [0.21, 4.45, -0.43], [9.24, -5.35, 3.12], [-4.41, -3.66, 0.67], [5.04, 9.20, 2.73], [-10.49, -2.33, 4.86], [4.98, -4.30, -0.67], [6.03, 5.41, -2.31], [1.48, -3.23, -4.25], [-17.67, -4.44, 3.13], [-13.57, -5.02, 2.30], [3.13, 10.73, 2.50], [2.87, -0.79, -4.10], [-6.40, -2.92, 4.04], [2.77, 0.01, -2.03], [3.64, 6.77, 0.21], [-1.07, -3.34, -1.88], [2.02, 3.28, -5.10], [9.29, -4.09, 2.37], [-1.36, 2.64, -0.96], [-3.24, -3.56, -0.21], [-1.18, -2.51, -0.78], [3.64, 9.80, 4.67], [-2.28, -2.61, 0.07], [4.29, -6.35, -1.84], [8.23, -3.75, 1.55], [-7.36, -3.47, 3.19], [3.75, -7.62, -1.82], [5.97, -0.96, -2.65], [3.48, 3.28, -4.70], [9.37, -1.72, 0.98], [-13.95, -4.30, 3.42], [-2.05, -4.30, -2.14], [-14.53, -5.57, 1.46], [4.14, 6.97, -2.52], [2.85, 7.58, -0.59], [-15.88, -5.39, 1.74], [-8.13, -2.00, 5.43], [5.30, -1.37, -3.72], [-3.15, -4.41, -1.30], [3.52, -7.49, 0.58], [3.91, -1.91, -3.70], [1.47, -0.96, -3.55], [-2.82, 3.19, 1.33], [4.43, -5.66, -0.65], [2.58, 10.50, 5.21], [4.05, -6.21, 0.56], [-9.07, -2.55, 4.58], [4.69, 6.05, -0.36], [10.43, -2.08, 1.80], [-8.71, -3.28, 3.46], [-6.79, -2.20, 5.16], [1.79, 11.31, 4.41], [1.14, 2.47, -4.18], [-16.24, -4.65, 2.85], [3.90, 9.93, 3.32], [-1.69, 3.94, 1.04], [10.40, -3.27, 2.50], [3.10, 7.68, -1.95], [-3.22, 2.17, 0.49], [8.27, -2.56, 0.86], [-2.48, 1.89, -0.66], [-15.29, -4.11, 3.70], [0.50, 0.25, -3.70], [-0.98, 3.65, -0.11], [2.07, 11.43, 3.05], [3.37, -8.19, -0.61], [4.92, 6.17, -1.71], [2.36, 10.41, 6.27], [9.40, -0.78, 0.44], [-4.10, 1.59, 0.72], [7.44, -2.28, 0.22], [-0.23, -3.25, -2.53], [7.38, -4.41, 1.46], [1.94, 2.94, -6.12], [0.21, 3.01, -3.96], [-0.42, -1.77, -0.58], [3.62, 3.36, -3.63], [-3.39, 3.41, 2.23], [-12.52, -5.16, 2.08], [1.45, 12.06, 2.43], [5.78, -1.29, -4.68], [2.47, 8.31, -2.57], [-16.63, -5.81, 1.09], [-5.35, -3.07, 3.82], [3.99, 2.37, -5.00], [2.04, 8.14, -0.15], [-1.38, 4.74, 1.70], [-0.78, 2.43, -1.85], [2.00, -1.31, -6.49], [4.27, -1.26, -6.22], [-7.06, -4.03, 2.32], [-13.20, -3.88, 4.07], [-14.24, -6.14, 0.59], [5.31, 5.42, 0.26], [-8.44, -1.44, 6.30], [4.33, 7.04, -3.58], [3.64, -8.18, -2.74], [-2.79, 1.09, -1.32], [5.47, -0.84, -1.70], [3.64, -2.40, -2.78], [1.67, 4.31, -5.06], [-15.60, -3.54, 4.57], [1.67, 2.37, -3.24], [3.87, -2.68, -4.47], [4.03, 4.09, -5.16], [-6.04, -1.78, 5.81], [-9.46, -3.70, 2.81], [3.22, -7.94, 1.51], [-1.97, -4.95, -3.00], [3.35, 10.82, 1.44], [0.37, 0.73, -2.74], [2.94, -9.19, -0.60], [-3.91, -5.15, -1.49], [11.22, -3.55, 3.14], [0.97, 11.86, 4.84], [4.25, 9.16, 5.28], [3.45, 6.69, 1.27], [11.29, -1.43, 1.89], [4.59, -5.90, -2.77], [4.17, -5.66, 1.48], [-0.46, -0.17, -3.98], [-2.37, -1.96, 0.93], [7.02, -0.73, -2.67]], "lowdin_charge": [0.835, -0.111, 0.078, 0.080, 0.082, 0.091, 0.082, 0.172, 0.072, 0.073, 0.079, 0.091, 0.077, 0.079, 0.076, -0.049, 0.067, 0.122, 0.066, 0.084, 0.074, -0.386, 0.069, 0.053, -0.338, -0.357, -0.336, -0.355, -0.341, -0.324, -0.354, 0.058, -0.358, -0.066, -0.006, -0.389, -0.068, -0.501, -0.079, -0.055, -0.208, -0.146, 0.001, -0.148, -0.043, -0.004, 0.001, -0.006, -0.003, -0.055, -0.063, 0.049, -0.100, -0.064, -0.059, -0.048, -0.069, -0.004, -0.082, -0.009, -0.006, -0.175, 0.000, -0.058, -0.180, -0.408, -0.062, -0.145, -0.066, 0.004, -0.150, 0.006, -0.065, 0.002, -0.060, -0.072, -0.208, -0.150, -0.149, 0.000, -0.006, -0.064, -0.068, -0.057, -0.062, 0.005, -0.093, -0.137, -0.066, -0.066, -0.148, 0.108, 0.108, 0.108, 0.094, 0.052, 0.102, 0.102, 0.115, 0.109, 0.070, 0.109, 0.104, 0.108, 0.089, 0.106, 0.117, 0.089, 0.046, 0.106, 0.120, 0.092, 0.043, 0.032, 0.091, 0.077, 0.105, 0.122, 0.118, 0.118, 0.109, 0.107, 0.067, 0.097, 0.106, 0.120, 0.098, 0.099, 0.070, 0.107, 0.116, 0.111, 0.111, 0.119, 0.124, 0.109, 0.120, 0.118, 0.107, 0.119, 0.109, 0.108, 0.118, 0.122, 0.143, 0.119, 0.067]}